ORCA calculation (the ωB97M-V functional and the def2-TZVPD basis) on a cluster of 3 separate species, C12H24ClNO6PS2 in total.

Element x y z (Å)
C1 6.581305 -1.794796 3.508918
P1 5.358106 -0.486441 2.932095
Cl1 5.780717 0.215885 1.008790
C2 3.618953 -1.255485 3.077232
C3 2.546797 -0.322714 3.561299
C4 1.119729 -0.848795 3.760307
C5 1.039750 -2.337200 3.413188
C6 2.270187 -3.056598 2.904526
N1 3.593309 -2.615923 2.700018
H1 7.609805 -1.489270 3.125495
H2 6.604432 -1.738421 4.648512
H3 6.288126 -2.838880 3.157118
H4 5.402527 0.583754 3.905083
H5 2.785635 0.765604 3.781066
H6 0.251409 -0.234119 4.145524
H7 0.059493 -2.898875 3.536886
H8 2.112450 -4.162524 2.634287
O1 -0.831134 0.424516 1.140279
S1 -0.238090 1.636868 0.632137
O2 0.210987 2.685906 1.508289
O3 -1.212759 2.269309 -0.485026
C7 -2.578408 2.523687 -0.138911
C8 -2.717361 3.775460 0.707185
C9 1.093101 1.204849 -0.451751
H9 -3.018880 1.656527 0.361921
H10 -3.119757 2.662759 -1.076419
H11 -2.263186 3.637919 1.691041
H12 -3.769682 4.026341 0.853895
H13 -2.211989 4.620131 0.233452
H14 0.748014 0.444187 -1.150029
H15 1.907447 0.813320 0.158287
H16 1.420030 2.099605 -0.979934
O4 -4.512606 -1.277191 -2.480938
S2 -3.338617 -0.502767 -2.783643
O5 -3.392499 0.927057 -2.936607
O6 -2.610127 -1.138930 -4.077397
C10 -3.376742 -1.322868 -5.269633
C11 -3.580314 -0.015206 -6.011625
C12 -2.078930 -0.893512 -1.603793
H17 -4.333057 -1.803182 -5.044236
H18 -2.812748 -2.010238 -5.904098
H19 -4.218203 0.664213 -5.442442
H20 -4.053983 -0.190872 -6.979618
H21 -2.625964 0.492955 -6.168526
H22 -1.998369 -1.976282 -1.518166
H23 -2.370291 -0.462063 -0.646707
H24 -1.138612 -0.457703 -1.937333

Cartesian forces (eV/Å) of the 2 atoms listed first:
0.48 0.46 -0.13
-0.76 -1.47 0.13

The largest force on an atom comes out at 0.113 Eh/bohr. For the total energy, the calculation gives -2575.40619 Eh. As for the charge: +1. For the LUMO energy, the calculation gives -0.17244 Ha.



ORCA calculation (the ωB97M-V functional and the def2-TZVPD basis) on a cluster of 11 separate species, C44H92BrCl20FN5O2 in total.

Element x y z (Å)
C1 2.047197 -3.910430 -3.843524
C2 1.582168 -4.704688 -2.617807
C3 0.751160 -3.997444 -1.536072
Br1 0.152060 -5.527241 -0.399058
C4 1.353191 -2.808500 -0.746024
C5 0.907770 -2.852606 0.743385
C6 1.769546 -3.649675 1.723747
C7 2.898847 -2.648165 -0.859979
N1 3.622273 -3.867006 -0.569745
O1 3.383944 -1.677767 0.050972
C8 2.745730 -0.402856 0.003825
C9 3.755816 0.749024 -0.130450
C10 3.437626 1.916094 0.819536
C11 4.191935 3.186209 0.401045
C12 3.410933 4.515044 0.298821
C13 2.226258 4.804144 1.222904
C14 2.443336 4.610675 2.716164
C15 1.214223 5.160231 3.472393
C16 -0.010250 4.232871 3.519553
C17 -0.239077 3.631602 4.914363
C18 0.585458 2.361765 5.181464
C19 0.030956 1.502671 6.339659
C20 -0.319620 0.055220 5.917574
O2 -1.712171 -0.194203 5.873811
C21 -2.371734 0.552115 4.864723
C22 1.763226 -0.335136 -1.153277
F1 1.010719 0.804822 -0.994335
N2 0.765647 -1.455875 -1.218127
C23 0.102584 -1.405320 -2.546613
C24 -1.434961 -1.433835 -2.524880
N3 -1.961366 -2.760001 -2.936858
N4 -1.960513 -0.493451 -3.551503
N5 -2.027162 -1.020996 -1.280467
H1 2.471636 -4.623172 -4.551186
H2 2.814610 -3.155259 -3.678091
H3 1.196743 -3.479396 -4.374404
H4 2.415801 -5.274644 -2.216161
H5 0.925558 -5.481776 -3.010445
H6 -0.209744 -3.767488 -1.995561
H7 -0.151711 -3.103014 0.803894
H8 0.947144 -1.839947 1.160637
H9 2.146405 -4.589021 1.338086
H10 2.634479 -3.059809 2.018498
H11 1.204302 -3.826883 2.637499
H12 3.192127 -2.412377 -1.888048
H13 4.266069 -4.068055 -1.320364
H14 4.087441 -3.805946 0.326386
H15 2.231411 -0.244310 0.957410
H16 4.749049 0.345173 0.056461
H17 3.705130 1.121812 -1.158739
H18 3.805216 1.609336 1.801992
H19 2.353829 2.019289 0.887355
H20 5.079314 3.295239 1.019021
H21 4.574864 3.000542 -0.606429
H22 3.128186 4.648622 -0.746265
H23 4.143023 5.299312 0.516169
H24 1.370116 4.202414 0.895832
H25 1.936269 5.841092 1.047535
H26 2.554793 3.563131 3.011590
H27 3.320426 5.157395 3.062290
H28 0.900666 6.107141 3.035916
H29 1.539567 5.287708 4.506658
H30 -0.926573 4.777797 3.286071
H31 0.033087 3.400791 2.807745
H32 -1.291541 3.350020 5.022770
H33 -0.068286 4.394020 5.681426
H34 0.601652 1.788996 4.251883
H35 1.603308 2.664077 5.443905
H36 -0.859774 1.927713 6.796047
H37 0.813135 1.407356 7.092228
H38 0.098629 -0.680035 6.604422
H39 0.144858 -0.137089 4.939991
H40 -3.174588 -0.042235 4.426642
H41 -1.691774 0.828864 4.054802
H42 -2.819048 1.440439 5.319544
H43 2.333288 -0.277242 -2.080838
H44 0.046144 -1.134781 -0.552409
H45 0.433649 -2.155638 -3.255907
H46 0.383250 -0.479910 -3.045264
H47 -2.739462 -2.979723 -2.327092
H48 -2.366313 -2.689380 -3.870139
H49 -1.607063 0.438409 -3.324668
H50 -1.462668 -0.722801 -4.413417
H51 -1.991501 -1.713429 -0.543217
H52 -2.943641 -0.614118 -1.396771
Cl1 -1.984664 1.754599 -5.857164
C25 -3.708426 2.131278 -5.569809
C26 -4.503781 2.150255 -6.848257
Cl2 -4.058485 3.535355 -7.883470
H53 -3.759310 3.090259 -5.058514
H54 -4.092766 1.360400 -4.901990
H55 -5.563932 2.250526 -6.626220
H56 -4.363085 1.241014 -7.425942
Cl3 6.843207 0.618021 3.523028
C27 5.680832 0.623738 4.868392
C28 4.888813 -0.658733 4.913421
Cl4 3.781157 -0.809786 3.520667
H57 5.037617 1.493462 4.751553
H58 6.248501 0.737673 5.790437
H59 4.277423 -0.685327 5.814024
H60 5.540380 -1.528591 4.912608
Cl5 0.817481 4.395292 8.123708
C29 -0.312258 5.026855 9.352339
C30 -1.381975 4.027945 9.709765
Cl6 -2.526276 3.761486 8.367519
H61 -0.742295 5.948535 8.969070
H62 0.279865 5.263306 10.234668
H63 -1.963119 4.400398 10.551500
H64 -0.954060 3.066674 9.983201
Cl7 4.713785 -4.967998 3.015601
C31 4.563391 -6.747783 2.992779
C32 4.968581 -7.332387 1.665939
Cl8 3.816463 -6.932772 0.360451
H65 3.537643 -7.002552 3.246627
H66 5.218269 -7.128572 3.774286
H67 4.998205 -8.418228 1.736695
H68 5.951668 -6.980650 1.363740
Cl9 -7.568624 1.713599 -3.765700
C33 -7.129166 3.424817 -4.003801
C34 -8.074553 4.139040 -4.934727
Cl10 -7.932880 3.553662 -6.611085
H69 -6.109296 3.456467 -4.379886
H70 -7.151065 3.899228 -3.024169
H71 -7.839281 5.202044 -4.946196
H72 -9.110103 4.020168 -4.627007
Cl11 -4.753541 -1.995955 -6.907783
C35 -6.043192 -2.387297 -8.075965
C36 -6.178816 -1.340078 -9.146791
Cl12 -6.805053 0.207961 -8.526840
H73 -6.968789 -2.515943 -7.520512
H74 -5.776631 -3.341522 -8.527817
H75 -6.878132 -1.684859 -9.906802
H76 -5.225650 -1.120899 -9.616675
Cl13 -3.937280 -4.149362 -4.701664
C37 -3.809549 -5.929369 -4.693384
C38 -3.387878 -6.463778 -6.037263
Cl14 -4.655636 -6.246999 -7.270123
H77 -4.771601 -6.330972 -4.386473
H78 -3.068812 -6.195652 -3.939949
H79 -3.195274 -7.532615 -5.961634
H80 -2.485543 -5.973975 -6.394884
Cl15 -2.183236 -3.783365 6.797886
C39 -3.373495 -2.657130 7.501040
C40 -4.231810 -3.319212 8.547084
Cl16 -5.340638 -4.524320 7.843015
H81 -3.972625 -2.255690 6.688422
H82 -2.809486 -1.839370 7.945493
H83 -4.848464 -2.569767 9.040501
H84 -3.627352 -3.819405 9.299401
Cl17 -2.814674 -0.359193 -10.455355
C41 -2.250408 1.326528 -10.276409
C42 -3.100457 2.295218 -11.055566
Cl18 -2.899376 2.097448 -12.815236
H85 -1.210299 1.364009 -10.589550
H86 -2.302362 1.568591 -9.215264
H87 -2.806429 3.314618 -10.812290
H88 -4.155366 2.175513 -10.821157
Cl19 6.694744 7.029140 1.987396
C43 7.635041 6.006359 3.103595
C44 7.453665 4.540588 2.809722
Cl20 5.803603 3.987008 3.194580
H89 7.331269 6.249294 4.118530
H90 8.682275 6.277235 2.981033
H91 8.137862 3.951182 3.418353
H92 7.645882 4.316357 1.762830

Cartesian forces (eV/Å) of the 2 atoms listed first:
-0.21 -0.29 -0.22
0.12 -0.19 -0.56

The largest force on an atom comes out at 0.052 Eh/bohr. For the total energy, the calculation gives -14033.47248 Eh. As for the charge: +1. For the LUMO energy, the calculation gives -0.06761 Ha.



ORCA calculation (the ωB97M-V functional and the def2-TZVPD basis) on an isolated molecule of C20H26N4O2S.

Element x y z (Å)
C1 -3.697416 -3.857397 -1.011172
S1 -3.175897 -3.258357 0.618721
C2 -4.637577 -2.242390 1.020818
C3 -4.750638 -1.054954 0.080415
O1 -5.619427 -1.041776 -0.775538
N1 -3.870218 -0.047733 0.232618
C4 -2.727435 -0.009875 1.111766
C5 -1.442696 -0.123756 0.288027
C6 -1.353906 1.012085 -0.740074
N2 -1.086775 2.271397 -0.071912
N3 -2.013095 3.222213 0.015931
C7 -1.490765 4.203699 0.723201
C8 -0.186133 3.895339 1.114059
C9 0.043948 2.642498 0.574889
N4 1.197057 1.861604 0.713657
C10 1.895159 1.247547 -0.289823
O2 1.512131 1.205547 -1.436090
C11 3.185370 0.615567 0.199349
C12 3.808245 -0.280594 -0.875669
C13 5.134990 -0.808801 -0.411992
C14 5.216094 -2.007875 0.284077
C15 6.434434 -2.475935 0.743566
C16 7.588966 -1.747187 0.515015
C17 7.518564 -0.549638 -0.176160
C18 6.299065 -0.084270 -0.634539
C19 -2.641625 1.082546 -1.562622
C20 -3.896801 1.070992 -0.689699
H1 -2.836382 -4.335715 -1.466020
H2 -4.027473 -3.016164 -1.613013
H3 -4.504048 -4.575157 -0.888646
H4 -4.544469 -1.948856 2.064381
H5 -5.521857 -2.867369 0.893796
H6 -2.763437 -0.815561 1.842088
H7 -2.740702 0.948965 1.643855
H8 -1.441853 -1.079353 -0.237521
H9 -0.578311 -0.103430 0.952785
H10 -0.512156 0.823106 -1.416696
H11 -2.059945 5.089031 0.923906
H12 0.492744 4.489222 1.690704
H13 1.679250 1.997006 1.591402
H14 3.884429 1.416606 0.457522
H15 2.989159 0.037129 1.105403
H16 3.124043 -1.103072 -1.090225
H17 3.926532 0.304197 -1.788980
H18 4.317735 -2.582538 0.461408
H19 6.483329 -3.412382 1.279990
H20 8.540619 -2.112403 0.871730
H21 8.416481 0.022137 -0.360228
H22 6.248698 0.849042 -1.177702
H23 -2.639576 1.989924 -2.164743
H24 -2.658505 0.219841 -2.230659
H25 -4.787881 0.969848 -1.310460
H26 -3.949040 2.001583 -0.119046

Cartesian forces (eV/Å) of the 2 atoms listed first:
-0.03 0.16 0.41
-0.10 -0.09 0.04

As for the SMILES: CSCC(=O)N1CCC(n2nccc2NC(=O)CCc2ccccc2)CC1. The largest force on an atom comes out at 0.018 Eh/bohr. For the total energy, the calculation gives -1545.44225 Eh. As for the charge: 0. For the LUMO energy, the calculation gives 0.01482 Ha.